[1]
{"formula": "C25H36F3O15SY", "method": "ωB97M-V with the def2-TZVPD basis set", "symbols": ["Y", "C", "F", "F", "F", "S", "O", "O", "O", "O", "C", "O", "C", "C", "C", "H", "H", "H", "H", "H", "H", "O", "C", "O", "C", "C", "C", "H", "H", "H", "H", "H", "H", "O", "C", "O", "C", "C", "C", "H", "H", "H", "H", "H", "H", "O", "C", "O", "C", "C", "C", "H", "H", "H", "H", "H", "H", "O", "C", "O", "C", "C", "C", "H", "H", "H", "H", "H", "H", "O", "C", "O", "C", "C", "C", "H", "H", "H", "H", "H", "H"], "xyz": [[-4.246507, -2.263060, 0.118156], [-0.872892, 3.351702, -0.947833], [-1.616592, 3.621822, -2.022481], [0.054566, 4.290035, -0.871284], [-1.629300, 3.654006, 0.118686], [-0.179294, 1.592194, -0.943022], [0.457676, 1.278115, -2.273515], [0.771347, 1.517770, 0.122942], [-1.378450, 0.718997, -0.734487], [-0.447843, -3.990503, 2.229489], [0.586254, -4.518710, 2.544627], [0.977909, -4.809318, 3.872969], [2.045517, -5.665916, 3.964488], [2.709377, -5.476321, 2.557817], [1.525080, -5.179548, 1.593933], [1.858601, -6.662705, 4.363931], [2.790597, -5.356331, 4.697366], [3.347469, -6.311339, 2.268558], [3.370279, -4.620652, 2.696189], [1.004222, -6.116182, 1.395106], [1.564500, -4.740551, 0.597026], [-2.200402, -1.190524, -9.301781], [-1.782556, -0.107477, -8.831523], [-2.085806, 1.084722, -9.369463], [-1.402018, 2.113270, -8.640472], [-0.993253, 1.470120, -7.332580], [-0.807601, 0.026005, -7.689280], [-2.013655, 3.009681, -8.538322], [-0.448691, 2.374085, -9.100087], [-1.706000, 1.692805, -6.538529], [-0.085538, 1.882220, -6.891796], [-0.867263, -0.540385, -6.759903], [0.183086, -0.129256, -8.116525], [8.709835, -2.377380, -1.339650], [7.502417, -1.955616, -1.378052], [7.100912, -0.708873, -1.568764], [5.780490, -0.600773, -1.808594], [5.148225, -1.799148, -1.170167], [6.308777, -2.826689, -1.056166], [5.713018, -0.615200, -2.896409], [5.294139, 0.321154, -1.489834], [4.373903, -2.141719, -1.856588], [4.785193, -1.591559, -0.163584], [6.125353, -3.578931, -1.823366], [6.537313, -3.248879, -0.077576], [3.982983, -1.465944, 8.763605], [3.917014, -0.493698, 8.046263], [3.876011, -0.549723, 6.764513], [3.750040, 0.759692, 6.194486], [4.299666, 1.700051, 7.272995], [3.955236, 0.903774, 8.511452], [2.819771, 0.951118, 5.659656], [4.577988, 0.713543, 5.487045], [3.834713, 2.674052, 7.120554], [5.370755, 1.830719, 7.118796], [2.964268, 1.310424, 8.713233], [4.670361, 1.148786, 9.296736], [-5.643300, 0.209380, -3.850464], [-6.202143, 0.757726, -4.779589], [-6.255481, 2.035942, -4.773154], [-6.738445, 2.607162, -5.915145], [-7.200284, 1.415317, -6.722861], [-6.584643, 0.188896, -6.095527], [-6.040569, 3.091724, -6.597983], [-7.559842, 3.306765, -5.760386], [-6.838658, 1.452875, -7.750439], [-8.283371, 1.295950, -6.694609], [-5.615310, -0.145475, -6.465245], [-7.219876, -0.687840, -5.969412], [-3.572043, 0.890982, 3.886976], [-3.317008, 1.626875, 4.801326], [-2.282675, 1.402661, 5.594082], [-2.277071, 2.405047, 6.636130], [-3.707002, 2.957074, 6.673632], [-4.062559, 2.880591, 5.206828], [-1.577543, 3.171391, 6.302254], [-1.963865, 1.948567, 7.575082], [-3.637096, 3.971368, 7.066579], [-4.408074, 2.334003, 7.228938], [-3.756434, 3.804301, 4.715749], [-5.137908, 2.720771, 5.128259]], "atomic_forces_ev_per_a": [[0.57, 0.63, 0.06], [-0.82, 2.36, 0.34], [0.28, -1.02, -0.14], [1.43, -0.65, -0.69], [-0.39, -1.69, 0.21], [-0.18, -1.87, -1.96], [-1.70, 1.07, 2.37], [0.04, 0.33, 0.42], [1.00, 1.05, -0.52], [0.06, 0.46, 0.86], [-0.14, -1.02, 0.86], [-3.13, 1.89, -1.12], [2.78, -0.37, -1.13], [0.51, -0.67, -0.25], [0.47, -0.96, 1.34], [-0.97, -0.31, -0.87], [-0.23, 0.80, 0.13], [-0.18, -0.02, -0.09], [-0.10, 0.17, -0.39], [0.00, -0.42, 0.04], [0.67, 0.53, 0.46], [1.00, 3.41, 1.39], [-1.35, -4.03, -1.62], [0.11, -0.41, 0.35], [1.05, 0.51, 0.59], [0.21, 1.38, 1.10], [0.14, 0.69, 0.55], [-0.14, -0.30, -0.19], [-0.31, 0.07, -0.84], [-0.52, -0.62, -0.09], [0.24, 0.21, -0.42], [-0.50, -0.76, -0.69], [0.08, -0.11, -0.09], [-4.91, 2.33, -0.38], [4.36, -2.28, 0.65], [4.39, 0.74, 0.82], [-2.62, 0.13, -1.35], [-0.30, -1.08, 0.50], [-0.54, 0.61, -0.85], [-0.62, -0.07, -0.20], [0.70, 0.23, 0.31], [-0.28, -0.25, 0.57], [-0.35, 0.16, -0.21], [0.62, -0.32, 0.27], [-0.46, -0.18, -0.14], [-0.15, 0.16, -0.39], [0.45, -1.13, 2.94], [-1.22, -0.68, -2.17], [2.80, 0.02, -1.17], [-0.37, 0.07, -1.33], [0.00, 2.85, 0.34], [-0.21, -0.17, 0.65], [-0.59, 0.24, -0.87], [-0.01, 0.06, 0.67], [-0.02, -0.11, 0.10], [-0.22, -0.71, 0.91], [-0.45, -0.59, 0.31], [-0.46, -0.89, 0.44], [1.95, -2.22, 1.19], [0.60, 3.02, 2.10], [-1.41, 0.17, -3.00], [-0.91, -1.17, -1.90], [-0.06, -0.11, 1.01], [0.85, 0.39, 1.01], [0.18, -0.04, 0.53], [-0.56, 0.35, -0.12], [0.02, 0.14, -0.27], [-0.10, 0.01, -0.58], [-0.01, 0.15, -0.18], [-0.27, -0.41, -0.58], [-0.22, 0.32, -1.05], [0.16, -0.06, 0.72], [-0.21, -0.07, 0.32], [0.98, 0.29, 0.19], [-0.75, -0.10, 0.77], [0.08, 0.09, 0.30], [0.15, -0.01, -0.23], [-0.50, -0.10, 0.11], [0.31, 0.09, 0.36], [0.08, -0.35, -0.50], [0.12, 0.15, -0.60]], "total_charge": 2, "orbital_gap_ev": 1.24, "e_lumo_ha": -0.4412}

[2]
{"formula": "C44H75Cl2N2O25S2", "method": "ωB97M-V with the def2-TZVPD basis set", "symbols": ["C", "C", "C", "C", "C", "C", "O", "C", "C", "C", "C", "C", "C", "C", "C", "S", "O", "O", "Cl", "C", "C", "C", "Cl", "C", "O", "C", "C", "N", "C", "C", "C", "O", "N", "C", "S", "O", "O", "C", "C", "H", "H", "H", "H", "H", "H", "H", "H", "H", "H", "H", "H", "H", "H", "H", "H", "H", "H", "H", "H", "H", "H", "H", "H", "H", "H", "H", "H", "H", "H", "H", "H", "H", "H", "H", "H", "H", "H", "H", "C", "O", "C", "O", "O", "C", "H", "H", "H", "H", "H", "H", "C", "O", "C", "O", "O", "C", "H", "H", "H", "H", "H", "H", "C", "O", "C", "O", "O", "C", "H", "H", "H", "H", "H", "H", "C", "O", "C", "O", "O", "C", "H", "H", "H", "H", "H", "H", "C", "O", "C", "O", "O", "C", "H", "H", "H", "H", "H", "H", "C", "O", "C", "O", "O", "C", "H", "H", "H", "H", "H", "H"], "xyz": [[5.823841, 3.309934, 0.117614], [4.523128, 3.086943, 0.528344], [4.340725, 2.233657, 1.827531], [3.094538, 1.290622, 1.846277], [2.822601, 0.258318, 0.845825], [3.827927, 0.126475, -0.346691], [3.605771, 1.037471, -1.435905], [2.278257, 1.587398, -1.454469], [2.123484, 2.337899, -2.864334], [0.816468, 1.814445, -3.577641], [1.636577, -0.670381, 0.907559], [1.485349, -1.757689, -0.195496], [-0.017743, -2.099484, -0.568654], [-0.887773, -0.828480, -0.926232], [-2.352444, -0.919768, -0.310530], [-3.187165, 0.646981, -0.786458], [-3.461964, 0.620249, -2.219177], [-2.421954, 1.835202, -0.423227], [-4.986460, 0.676043, 0.260973], [0.657141, -0.578366, 1.982641], [0.868323, 0.475977, 2.996854], [-0.139703, 0.634820, 4.093963], [-1.546448, -0.447573, 4.067076], [0.080951, 1.673504, 5.085248], [-0.864840, 1.839582, 6.067434], [-0.397430, 1.313145, 7.365880], [-1.533394, 0.451131, 8.022451], [-2.839253, 1.146720, 8.021878], [-3.721904, 0.756746, 6.883860], [-4.342386, 1.987957, 6.101013], [-3.985070, 1.999995, 4.555223], [-5.785050, 1.994041, 6.208906], [1.201531, 2.527534, 5.037895], [1.425027, 3.617113, 6.010369], [1.137524, 5.220410, 5.109257], [0.915838, 6.234997, 6.136449], [-0.055836, 5.022587, 4.281623], [2.140156, 2.387370, 4.022264], [2.062831, 1.396598, 2.955222], [6.111505, 4.337298, -0.236152], [6.588819, 2.487656, 0.117929], [3.699596, 3.523740, -0.083883], [5.249310, 1.557632, 1.894156], [4.411835, 2.931599, 2.697610], [3.908958, -0.946971, -0.681650], [4.850146, 0.378536, 0.072445], [1.457597, 0.818562, -1.433926], [2.118371, 2.396274, -0.679118], [1.983358, 3.443607, -2.660088], [3.058786, 2.253450, -3.473504], [-0.089373, 2.076507, -2.967986], [0.698925, 2.296623, -4.585044], [0.881593, 0.692607, -3.646885], [2.011540, -1.520502, -1.153388], [1.959998, -2.705299, 0.206997], [-0.492271, -2.768213, 0.210525], [0.033399, -2.729759, -1.503294], [-0.897933, -0.738452, -2.047704], [-0.456964, 0.141375, -0.538571], [-2.875838, -1.809937, -0.745428], [-2.262415, -0.961692, 0.811295], [-0.191422, -1.293574, 1.982932], [0.538533, 0.723561, 7.139128], [-0.180264, 2.200466, 8.031522], [-1.248606, 0.293561, 9.102806], [-1.551587, -0.572408, 7.544050], [-3.311691, 0.788292, 8.859736], [-4.578921, 0.107493, 7.223572], [-3.106951, 0.136051, 6.178062], [-3.929590, 2.939048, 6.526842], [-4.420593, 2.916621, 4.070492], [-4.447550, 1.110737, 4.027035], [-2.869086, 2.036316, 4.416425], [-6.070271, 1.362895, 5.521555], [0.740660, 3.592565, 6.891683], [2.508029, 3.598569, 6.335366], [2.230305, 5.555013, 4.305275], [2.990664, 3.105710, 4.007254], [2.112623, 7.180477, 8.256763], [3.045572, 8.116517, 8.798080], [2.628878, 8.721254, 9.919076], [1.575198, 8.536285, 10.471078], [3.587910, 9.564880, 10.316306], [3.277547, 10.284883, 11.509912], [2.552987, 6.758198, 7.362866], [1.924187, 6.371997, 8.967113], [1.183367, 7.677232, 7.984015], [3.135192, 9.600048, 12.346736], [2.392658, 10.905856, 11.365960], [4.123389, 10.933113, 11.732682], [-4.322173, -5.034588, -6.316449], [-4.189136, -4.547459, -4.978801], [-4.905549, -3.445441, -4.719767], [-5.617209, -2.864556, -5.495463], [-4.684967, -3.106127, -3.443856], [-5.381964, -1.936625, -3.009924], [-3.699877, -5.924255, -6.406470], [-5.356166, -5.312349, -6.523832], [-3.971430, -4.291671, -7.033940], [-6.461204, -2.080449, -3.076797], [-5.071254, -1.067875, -3.589612], [-5.120385, -1.766712, -1.966602], [3.663023, -0.350998, -8.381513], [2.347361, -0.628867, -8.858707], [1.409041, -0.645920, -7.905676], [1.590460, -0.452125, -6.729576], [0.234112, -0.915482, -8.486172], [-0.869931, -0.965876, -7.582984], [4.333719, -0.363484, -9.238976], [3.705302, 0.637390, -7.921991], [3.986809, -1.117647, -7.676290], [-1.009883, -0.002103, -7.091347], [-0.728364, -1.757459, -6.845504], [-1.762226, -1.190408, -8.165614], [0.031901, -8.913146, -1.499179], [-1.326877, -8.650481, -1.845683], [-1.552159, -7.406640, -2.286471], [-0.724421, -6.536225, -2.403781], [-2.852222, -7.297652, -2.572940], [-3.240795, -6.009501, -3.061400], [0.091164, -9.945359, -1.158090], [0.680526, -8.797019, -2.368355], [0.355557, -8.260144, -0.687325], [-2.724093, -5.781055, -3.988152], [-3.046483, -5.240552, -2.311799], [-4.308158, -6.036940, -3.256749], [5.753576, -5.692620, 1.274092], [6.847699, -5.448330, 0.392003], [6.792422, -4.272496, -0.241774], [5.922771, -3.443835, -0.124425], [7.868302, -4.175149, -1.027919], [7.943974, -2.960261, -1.773385], [5.908037, -6.670222, 1.727364], [5.722981, -4.943434, 2.066533], [4.811723, -5.710096, 0.723757], [8.002098, -2.100719, -1.104086], [7.090587, -2.867437, -2.446423], [8.853546, -2.996461, -2.370264], [-7.081769, -2.526321, -8.108363], [-5.964316, -2.290252, -8.966644], [-5.996908, -1.112604, -9.600842], [-6.859988, -0.279606, -9.503281], [-4.898885, -1.022327, -10.364291], [-4.800082, 0.193531, -11.105294], [-6.946383, -3.503767, -7.651240], [-7.123676, -1.778782, -7.317274], [-8.011373, -2.536883, -8.679786], [-4.752387, 1.051463, -10.433273], [-5.637825, 0.292480, -11.796544], [-3.877455, 0.153511, -11.682326]], "atomic_forces_ev_per_a": [[-1.29, 0.15, 0.19], [2.10, -0.04, -0.01], [-0.26, -1.40, -1.57], [-2.13, -1.60, 0.05], [-0.05, 1.00, 1.34], [0.93, -0.19, 1.10], [-1.18, -0.60, 1.11], [-0.22, 1.49, -2.08], [-0.80, 0.38, 0.74], [0.58, 0.18, 0.12], [-0.09, 1.02, 1.27], [-0.62, -0.39, 0.35], [0.13, -0.22, -0.26], [-0.06, 0.40, 0.08], [1.12, -0.13, -0.10], [0.89, 1.94, -2.49], [-0.32, -0.94, 1.88], [-0.79, -1.91, 0.92], [0.82, -0.26, -0.32], [2.80, 1.45, -1.05], [-0.74, -0.63, -0.07], [2.31, 1.69, -0.32], [1.42, 1.23, 0.45], [-1.77, -1.60, -0.98], [1.83, -0.07, -0.72], [-0.20, -0.05, 0.67], [0.60, -0.10, 0.22], [-0.11, -1.31, 0.13], [-0.08, -0.02, -0.87], [0.33, -0.03, -0.94], [-0.08, 0.22, 0.38], [0.89, -0.35, -0.33], [0.47, -1.49, -1.42], [1.27, 0.19, -0.45], [-4.69, 1.88, 0.95], [1.34, -1.59, -1.47], [2.41, -0.60, 0.16], [-0.55, -1.23, -1.14], [-0.71, 0.09, 0.65], [-0.39, -1.55, -0.79], [-0.44, 1.23, 1.06], [0.49, 0.37, 1.51], [-0.84, 0.79, 0.05], [-0.29, -0.68, -0.75], [-0.25, 1.16, 0.15], [-1.05, -0.31, -0.51], [0.93, 0.52, 0.37], [0.13, -1.30, -0.37], [0.23, -1.15, -0.24], [-0.90, -0.28, 0.50], [0.80, -0.22, -0.46], [0.08, -0.72, 0.87], [-0.17, 1.07, -0.31], [-0.34, 0.11, 1.04], [-0.38, 1.00, -0.47], [0.42, 0.90, -0.67], [-0.07, 0.49, 1.08], [-0.35, 0.02, 1.12], [-0.22, -1.15, -0.31], [0.03, 1.02, 0.51], [-0.39, 0.06, -1.11], [0.76, 0.87, 0.27], [-0.95, 0.45, 0.67], [-0.19, -0.98, -0.67], [-0.02, 0.17, -1.12], [-0.07, 0.95, 0.29], [0.26, 0.64, -0.33], [0.81, 0.71, -0.21], [-0.65, 0.58, 0.52], [-0.62, -0.87, -0.07], [0.39, -0.83, 0.59], [0.71, 0.74, 0.57], [-1.16, -0.19, 0.01], [-0.14, 0.45, 0.52], [0.43, 0.19, -1.04], [-1.24, -0.07, -0.16], [-0.34, -0.59, 0.64], [-0.91, -0.66, 0.33], [0.11, 0.04, 0.22], [0.02, 0.04, 0.23], [0.16, 0.13, 0.03], [0.17, -0.03, -0.12], [-0.11, -0.20, -0.17], [-0.01, 0.26, 0.34], [0.33, 0.35, 0.22], [-0.13, 0.14, 0.06], [0.06, -0.07, 0.14], [-0.14, 0.03, -0.11], [-0.03, -0.17, 0.04], [0.05, -0.14, -0.23], [0.03, -0.17, -0.40], [-0.44, 0.74, -0.39], [0.10, 0.00, -0.01], [0.14, -0.10, 0.24], [0.08, -0.19, -0.07], [-0.23, 0.37, 0.07], [0.02, 0.08, 0.26], [0.05, 0.15, -0.01], [-0.18, 0.02, 0.05], [0.09, 0.01, -0.13], [-0.11, -0.08, -0.01], [0.10, -0.20, -0.08], [0.39, 0.07, 0.03], [-0.20, -0.01, 0.13], [-0.06, -0.04, -0.23], [-0.03, -0.03, -0.13], [0.25, 0.04, 0.07], [-0.38, -0.03, 0.14], [-0.26, -0.05, -0.09], [-0.05, -0.13, 0.10], [-0.09, 0.13, 0.06], [0.11, -0.11, 0.07], [0.08, 0.15, 0.04], [0.21, 0.01, -0.17], [0.32, -0.17, 0.09], [-0.04, 0.20, -0.06], [-0.28, -0.14, -0.03], [-0.09, -0.11, 0.09], [0.33, -0.10, 0.22], [0.01, -0.07, 0.14], [-0.26, 0.06, -0.07], [-0.03, 0.14, 0.09], [0.02, 0.06, -0.16], [0.17, -0.09, 0.27], [0.12, -0.01, -0.12], [0.13, -0.34, 0.15], [-0.24, -0.16, 0.25], [0.00, 0.23, -0.12], [0.25, -0.20, -0.07], [0.04, -0.05, 0.02], [-0.22, -0.04, 0.19], [0.11, 0.30, -0.27], [0.21, 0.06, -0.17], [-0.07, 0.04, -0.14], [0.06, 0.14, 0.04], [-0.15, -0.06, -0.03], [-0.02, 0.05, 0.16], [-0.02, -0.23, 0.15], [-0.43, -0.12, 0.18], [0.12, 0.13, -0.15], [0.04, -0.13, 0.03], [0.17, -0.12, -0.03], [-0.09, -0.09, 0.15], [0.10, 0.29, -0.24], [0.23, 0.09, -0.13], [-0.05, -0.01, -0.14], [0.08, 0.17, -0.01], [-0.17, -0.05, -0.04], [-0.03, 0.06, 0.17], [-0.02, -0.23, 0.14]], "total_charge": 1, "orbital_gap_ev": 6.58, "e_lumo_ha": -0.1755}

| no. | E (eV) |
| --- | --- |
| 1 | -77223.2210 |
| 2 | -147712.9570 |